(1)
32
Properties=species:S:1:pos:R:3:forces:R:3:lowdin_spin:R:1 method="wB97M-V/def2-TZVPD" s2=0.7533 orbital_gap_ha="0.1962 / 0.3497" multiplicity=2 e_tot_ha=-631.240773
C -0.543040 -2.481005 -1.465576 0.5 -1.0 -0.6 0.018
C 0.500349 -2.205831 -0.398694 -0.1 1.0 -0.8 0.003
C -1.640996 -1.087713 -3.214068 -0.5 1.1 0.5 0.495
N -0.511168 -1.483128 -2.499437 -0.9 -0.6 -0.4 0.140
N -2.782405 -1.901215 -3.206559 0.0 -1.1 -0.2 0.171
N -1.441480 -0.368538 -4.396676 -0.6 -0.4 0.2 0.106
H -0.354673 -3.483062 -1.889814 0.4 0.1 0.0 0.009
H -1.542762 -2.683368 -1.077486 -0.1 0.9 0.4 0.004
H 0.294962 -2.802386 0.465726 0.5 -0.5 0.5 0.000
H 0.518843 -1.160404 -0.116996 -0.6 0.3 0.3 0.000
H 0.304003 -0.935894 -2.659521 0.4 0.2 0.3 0.007
H -3.086556 -2.428414 -2.411926 0.1 0.3 0.2 0.006
H -3.498268 -1.741503 -3.888561 0.2 0.2 -0.2 0.010
H -0.562487 -0.396913 -4.873297 0.3 0.0 -0.2 0.017
H -1.999031 0.459000 -4.482993 0.3 0.3 -0.2 0.012
H 1.497294 -2.264010 -0.836355 0.1 -0.9 0.2 0.001
C 2.284022 -0.341756 2.715042 -0.3 1.2 -0.1 0.000
C 1.048176 3.244904 2.797129 1.2 -0.5 1.2 0.000
C -0.092728 3.154957 2.039943 -0.2 0.1 -1.3 0.000
C 1.802420 2.095524 3.108705 -1.2 0.4 -0.6 0.000
C 1.358604 0.871402 2.654663 1.0 -0.7 -0.6 0.000
C -0.526253 1.913237 1.569285 0.2 -0.9 0.2 0.000
C 0.187638 0.773993 1.894095 0.4 0.4 0.8 0.000
O -0.529455 4.234598 1.297704 0.0 0.6 -0.6 0.000
H 1.503210 4.154018 3.167113 -0.5 0.5 -0.4 0.000
H 2.768092 2.196631 3.579832 0.0 0.0 0.2 0.000
H -1.332688 1.779091 0.859717 -0.2 0.5 0.1 0.001
H -1.167724 4.887099 1.589467 -0.1 -0.4 0.9 0.000
H 2.772983 -0.485519 1.751170 -0.5 -0.4 -0.3 0.000
H 1.701977 -1.175564 3.064889 0.2 -0.7 0.0 0.000
H -0.066171 -0.208531 1.527133 -0.3 0.1 -0.1 0.000
H 3.135316 -0.129700 3.336334 0.1 -0.1 0.8 0.000



(2)
14
Properties=species:S:1:pos:R:3:forces:R:3:lowdin_spin:R:1 method="wB97M-V/def2-TZVPD" s2=1.7752 orbital_gap_ha="0.3083 / 0.2737" multiplicity=2 e_tot_ha=-1493.537338 total_charge=+1
Tl 0.518393 -1.920976 -2.314092 0.0 0.2 0.2 0.000
N -2.762687 -0.195876 -0.416762 -2.0 -2.6 0.2 0.036
O -3.015247 0.850054 -1.010272 0.3 0.4 0.7 -0.441
O -3.316837 -0.702656 0.543858 1.3 1.8 -1.2 -0.092
O -1.993937 -0.904706 -1.143322 0.5 0.4 0.3 -0.507
N 1.051103 -1.836256 1.824768 -1.4 -1.8 -3.0 -0.044
O 1.620583 -2.935876 2.198538 -0.5 2.1 -1.1 0.572
O 0.599163 -1.119966 2.628018 0.1 1.2 2.9 0.261
O 0.748283 -1.581906 0.620638 1.8 -1.5 1.1 0.214
Cl 1.364153 2.029774 -0.563542 0.7 -3.6 -3.1 -0.054
O 1.068643 0.909264 -1.490242 0.6 1.7 1.9 0.027
O 0.719633 1.887294 0.683258 -0.7 -0.3 1.4 0.354
O 2.717813 2.330994 -0.507332 1.1 -0.3 0.4 0.087
O 0.680943 3.190834 -1.053512 -1.7 2.3 -0.7 0.586



(3)
109
Properties=species:S:1:pos:R:3:forces:R:3:lowdin_charge:R:1 method="wB97M-V/def2-TZVPD" orbital_gap_ha=0.3701 multiplicity=1 e_tot_ha=-43930.705153 smiles="O=S1(=O)CCCC1.O=S1(=O)CCCC1.O=S1(=O)CCCC1.BrCCBr.BrCCBr.BrCCBr.BrCCBr.BrCCBr.BrCCBr.BrCCBr.BrCCBr"
O -22.677342 20.537454 -4.399759 -0.2 -0.4 0.2 -0.347
S -22.883983 19.366195 -3.564959 0.6 0.1 0.4 0.670
O -23.061061 18.076353 -4.211576 -0.3 0.3 0.2 -0.344
C -21.524378 19.242338 -2.360454 -0.7 0.1 -0.1 -0.213
C -22.150619 19.706912 -1.061031 -0.5 0.6 0.6 -0.210
C -23.611813 19.197985 -1.003089 0.8 -1.2 -0.6 -0.235
C -24.187206 19.687936 -2.323284 0.2 0.6 -0.5 -0.240
H -20.759896 19.929788 -2.702600 0.3 -0.2 -0.1 0.045
H -21.206665 18.202186 -2.300688 0.1 0.0 -0.2 0.088
H -21.546436 19.438000 -0.195493 0.0 -0.3 -0.1 0.119
H -22.211661 20.799159 -1.061723 0.2 0.0 0.0 0.072
H -24.156485 19.499054 -0.113083 -0.1 0.3 -0.1 0.048
H -23.576885 18.102763 -0.993326 -0.1 0.0 0.1 0.083
H -24.230665 20.775521 -2.234988 -0.1 0.0 -0.4 0.033
H -25.123591 19.344707 -2.762765 0.0 -0.4 0.4 0.069
O -18.065630 19.935637 -0.713541 -0.2 -0.8 0.4 -0.344
S -18.144495 18.483201 -0.809479 1.4 0.4 -2.1 0.687
O -19.162913 17.718698 -0.142810 -0.2 0.2 0.3 -0.334
C -18.134593 18.042223 -2.605431 -0.8 -1.0 -0.1 -0.248
C -16.863840 17.238487 -2.883462 -0.1 0.9 0.2 -0.219
C -15.806339 17.712682 -1.873558 -0.1 -0.7 0.3 -0.215
C -16.481669 17.754350 -0.508208 -0.9 -0.1 -0.1 -0.209
H -18.294130 18.844479 -3.321720 0.2 0.5 0.6 0.028
H -18.978451 17.360858 -2.746135 -0.1 0.2 0.2 0.049
H -17.115283 16.182979 -2.783522 0.4 -0.1 0.1 0.116
H -16.510444 17.417486 -3.898144 -0.1 -0.1 0.0 0.111
H -15.397492 18.689884 -2.125503 0.1 0.0 -0.2 0.116
H -15.026531 16.950011 -1.853968 0.3 0.4 0.1 0.116
H -15.998045 18.325204 0.278932 0.1 0.0 0.0 0.104
H -16.695875 16.731376 -0.195876 0.0 0.1 0.3 0.104
O -29.961060 23.110063 -3.087428 1.2 0.5 -0.7 -0.347
S -28.846263 23.712168 -3.821506 -0.6 -0.5 0.3 0.696
O -29.140091 24.720996 -4.817569 0.3 -0.2 0.4 -0.325
C -27.570890 24.313398 -2.631449 -1.5 0.0 -0.6 -0.214
C -26.277840 24.143831 -3.392183 0.5 0.1 0.0 -0.239
C -26.350314 22.745699 -4.053222 0.8 0.1 0.3 -0.215
C -27.766462 22.438644 -4.544704 -0.1 -0.9 0.9 -0.232
H -27.728319 23.695440 -1.746832 0.4 -0.2 -0.1 0.099
H -27.942257 25.305750 -2.375937 0.5 0.2 -0.1 0.105
H -26.111430 24.969163 -4.086301 -0.4 -0.1 -0.3 0.118
H -25.404156 24.189723 -2.741170 -0.2 -0.1 0.1 0.037
H -26.057825 22.034441 -3.273689 -0.4 0.0 0.1 0.089
H -25.552508 22.559852 -4.774857 -0.3 0.4 -0.4 0.114
H -28.071315 21.511921 -4.052943 -0.3 0.1 0.0 0.079
H -27.917564 22.239802 -5.601871 0.0 0.7 -0.1 0.101
Br -20.989883 14.713804 -2.038559 0.0 0.1 -0.1 0.623
C -21.984664 14.234624 -3.658100 0.4 -1.1 0.4 -0.678
C -23.459058 14.438066 -3.410234 0.4 1.2 -0.1 -0.722
Br -24.452325 13.500591 -4.794957 -0.1 0.2 0.2 0.670
H -21.810264 13.172429 -3.831068 0.2 0.0 0.3 0.045
H -21.473020 14.749063 -4.464928 -0.6 0.5 -0.1 0.001
H -23.688491 15.504156 -3.424953 -0.2 -0.1 -0.4 0.018
H -23.773734 14.119309 -2.423248 0.1 -0.6 -0.1 -0.013
Br -25.612780 21.923498 3.620303 0.3 0.1 -0.4 0.644
C -24.508146 21.999567 1.996762 0.3 0.2 -0.1 -0.679
C -25.110800 22.986111 1.008993 0.2 -0.6 0.2 -0.633
Br -23.994697 23.081908 -0.614281 -0.2 -0.1 0.5 0.733
H -24.470887 20.980363 1.625768 -0.2 0.0 -0.1 -0.008
H -23.495847 22.291520 2.265007 -0.1 0.1 0.3 0.061
H -25.131801 23.991519 1.410540 -0.1 0.0 0.0 0.054
H -26.092898 22.621787 0.724319 -0.1 0.3 -0.2 0.055
Br -15.770765 23.670360 -2.512402 -0.5 -0.5 0.1 0.621
C -17.195381 22.334358 -2.758508 -0.2 -0.1 -0.6 -0.694
C -17.453629 22.202325 -4.255261 0.3 0.1 0.5 -0.662
Br -19.035664 21.128645 -4.562448 -0.1 -0.2 -0.2 0.764
H -18.099385 22.627362 -2.236337 0.2 0.4 0.1 0.009
H -16.887549 21.375681 -2.350756 0.3 0.2 0.1 0.031
H -16.605168 21.714444 -4.724735 -0.1 0.0 -0.3 0.062
H -17.690881 23.138689 -4.745452 0.2 0.2 0.1 0.027
Br -28.268859 15.816965 -6.623481 0.2 0.2 0.1 0.598
C -27.211147 16.293199 -5.046884 0.0 -0.5 -0.1 -0.750
C -26.017491 17.172455 -5.349157 -0.4 0.1 0.4 -0.674
Br -26.664681 19.006670 -5.668089 0.4 -0.3 0.0 0.640
H -26.915531 15.336248 -4.623144 0.3 0.0 -0.1 0.002
H -27.905062 16.732214 -4.337839 0.1 0.3 -0.1 0.032
H -25.394800 16.864763 -6.182557 -0.3 0.0 -0.3 0.064
H -25.353707 17.215104 -4.488396 -0.1 0.2 0.1 -0.017
Br -19.341273 16.338479 -5.773845 -0.1 0.2 0.0 0.663
C -20.153288 18.033922 -6.271807 -0.2 0.5 -0.6 -0.681
C -19.746211 18.522608 -7.657249 0.0 -1.1 -0.3 -0.658
Br -17.798218 18.528039 -7.902522 -0.5 0.3 0.0 0.567
H -19.920230 18.778998 -5.523792 0.1 -0.2 0.3 -0.030
H -21.221928 17.834988 -6.285678 -0.1 0.1 0.2 0.050
H -20.152234 19.483071 -7.963932 0.2 0.3 0.6 0.064
H -20.173081 17.828169 -8.383513 0.5 -0.1 -0.1 0.057
Br -21.806172 24.152421 -7.621975 -0.2 -0.1 0.7 0.593
C -21.780250 23.814849 -5.655177 1.0 -0.2 -0.8 -0.657
C -20.526955 24.485428 -5.159257 -0.2 -0.1 0.9 -0.665
Br -20.407724 24.141624 -3.208625 -0.2 0.4 -0.1 0.626
H -21.654713 22.740324 -5.559338 -0.4 0.0 0.1 0.015
H -22.682286 24.189535 -5.189203 -0.1 0.0 -0.2 0.055
H -20.530217 25.562658 -5.279771 0.1 0.0 0.0 0.055
H -19.623835 24.021071 -5.533734 0.0 0.1 -0.3 0.019
Br -24.234451 14.534873 0.408310 0.2 0.0 0.1 0.637
C -26.161258 14.661275 0.411089 -0.2 0.5 0.2 -0.695
C -26.713252 14.918438 -0.972865 0.1 -0.7 0.1 -0.641
Br -26.010986 16.572230 -1.700716 -0.2 0.0 -0.1 0.736
H -26.435319 15.487356 1.066081 0.2 -0.1 0.1 0.009
H -26.505346 13.730884 0.854318 -0.2 -0.1 -0.3 0.061
H -27.796613 15.009266 -0.955758 0.0 0.1 0.1 0.067
H -26.442357 14.090467 -1.627362 0.0 0.3 -0.2 0.060
Br -25.546728 18.211287 2.090903 0.2 -0.2 0.5 0.657
C -25.413688 18.035837 4.066519 -1.0 0.6 -0.3 -0.646
C -26.728803 17.410130 4.545181 1.5 0.1 0.0 -0.693
Br -26.722279 17.526643 6.494220 0.0 -0.3 -0.1 0.629
H -25.309969 19.049705 4.439765 0.2 0.0 -0.1 -0.004
H -24.547209 17.429807 4.299352 0.0 -0.1 -0.1 0.061
H -26.649575 16.378503 4.212133 -0.8 -0.1 0.3 0.054
H -27.610345 17.942927 4.220854 0.0 -0.1 -0.2 0.047



(4)
72
Properties=species:S:1:pos:R:3:forces:R:3:lowdin_charge:R:1 method="wB97M-V/def2-TZVPD" orbital_gap_ha=0.2805 multiplicity=1 e_tot_ha=-4279.595120
Zn -1.236568 0.381365 -0.603461 0.2 0.0 0.1 0.619
O -3.097230 -1.065826 2.760948 0.0 -0.1 0.0 0.044
C -2.275815 -0.702488 1.942469 0.1 0.4 -0.1 -0.696
O -2.512565 -0.028126 0.864641 -0.2 -0.3 0.2 -0.153
C -0.781080 -0.962073 2.244435 0.0 -0.1 -0.1 -0.231
P 0.159200 -1.222473 0.697349 0.0 -0.1 0.1 1.079
C -0.159206 -2.957605 0.261539 0.0 0.0 0.0 -0.360
C -0.588910 -3.253308 -1.028439 0.0 0.0 0.0 -0.071
C -0.851121 -4.567690 -1.397828 0.0 0.0 0.0 -0.067
C -0.686352 -5.589723 -0.476593 0.0 0.0 0.0 -0.078
C -0.256651 -5.302079 0.815342 0.0 0.0 0.0 -0.075
C 0.006997 -3.993163 1.182789 0.0 0.0 0.0 -0.089
C 1.913232 -1.185207 1.203765 0.0 0.1 0.0 -0.342
C 2.381630 -0.088609 1.931325 0.0 0.0 0.0 -0.101
C 3.719580 0.008551 2.281073 0.0 0.0 0.0 -0.084
C 4.612042 -0.984621 1.898645 0.0 0.0 0.0 -0.088
C 4.158944 -2.069707 1.163590 0.0 0.0 0.0 -0.079
C 2.817586 -2.170186 0.815517 0.0 0.0 0.0 -0.084
H -0.680795 -1.780493 2.952017 0.0 0.0 0.1 0.087
H -0.400432 -0.053167 2.718299 0.0 0.0 0.0 0.084
H -0.731598 -2.453660 -1.745227 0.0 0.0 0.0 0.084
H -1.188363 -4.784711 -2.403833 0.0 0.0 0.0 0.105
H -0.893942 -6.614309 -0.759117 0.0 0.0 0.0 0.104
H -0.131017 -6.100316 1.536321 0.0 0.0 0.0 0.105
H 0.347587 -3.776182 2.188627 0.0 0.0 0.0 0.111
H 1.695968 0.696968 2.229446 0.0 0.0 0.0 0.093
H 4.066098 0.859250 2.854676 0.0 0.0 0.0 0.102
H 5.656437 -0.912355 2.174814 0.0 0.0 0.0 0.103
H 4.850464 -2.845755 0.860163 0.0 0.0 0.0 0.105
H 2.472896 -3.023505 0.244478 0.0 0.0 0.0 0.103
C -4.384970 -3.276916 -5.406360 0.1 0.0 0.0 -0.071
O -3.161120 -2.835598 -5.978268 -0.1 0.0 0.0 -0.069
C -2.403689 -1.985773 -5.252478 0.0 0.0 0.1 -0.282
C -1.207589 -1.567432 -5.882003 0.0 0.0 0.0 -0.015
C -0.387611 -0.706453 -5.222405 0.0 0.0 0.0 -0.035
C -0.665836 -0.225910 -3.915675 0.0 0.0 0.1 -0.102
C 0.246841 0.677986 -3.266943 -0.1 -0.1 -0.1 -0.355
C 1.383567 1.315692 -4.030284 0.0 0.0 0.0 -0.002
O 0.180967 0.989784 -2.062136 0.0 0.1 0.1 -0.063
C -1.871031 -0.671257 -3.274931 0.1 0.1 0.0 -0.345
O -2.237570 -0.332007 -2.091934 -0.2 0.0 -0.1 -0.110
C -2.728902 -1.548550 -3.992708 0.0 0.0 0.0 0.051
H -4.845504 -3.926731 -6.143786 0.0 0.0 0.0 0.091
H -5.046552 -2.435603 -5.195334 0.0 0.0 0.0 0.097
H -4.208937 -3.835936 -4.486033 0.0 0.0 0.0 0.094
H -0.975849 -1.937200 -6.871121 0.0 0.0 0.0 0.115
H 0.525869 -0.399765 -5.714312 0.0 0.0 0.0 0.104
H 1.214137 1.379945 -5.100209 0.0 0.0 0.0 0.070
H 2.297012 0.745142 -3.848359 0.0 0.0 0.0 0.099
H 1.533011 2.315861 -3.628095 0.0 0.0 0.0 0.086
H -3.629485 -1.851919 -3.480623 0.0 0.0 0.0 0.116
S 0.078208 6.067504 2.695433 0.0 0.1 0.0 0.985
C -0.303670 4.595707 1.761434 0.0 0.0 0.0 -0.504
C 0.630373 4.053627 0.888137 0.0 0.0 0.0 -0.059
C 0.303987 2.901025 0.196213 -0.1 0.1 0.1 -0.102
N -0.879193 2.290826 0.341280 0.2 0.0 -0.2 0.029
C -1.778557 2.816031 1.176322 -0.1 -0.1 0.0 -0.084
C -1.534897 3.972188 1.895826 0.0 0.0 0.0 -0.050
C 0.808791 5.266293 4.116825 0.0 0.0 0.0 -0.520
C 2.167608 4.993427 4.149905 0.0 0.0 0.0 -0.083
C 2.684882 4.364703 5.273929 -0.1 0.0 0.1 -0.141
N 1.948385 4.011622 6.326521 0.0 0.0 -0.1 0.064
C 0.646101 4.289371 6.283356 0.1 0.0 0.0 -0.135
C 0.029233 4.915932 5.208401 0.0 0.0 0.0 -0.077
H 1.598753 4.516250 0.753272 0.0 0.0 0.0 0.110
H 0.994991 2.444690 -0.500405 0.0 0.0 0.0 0.105
H -2.703798 2.261846 1.282346 0.0 0.0 0.0 0.120
H -2.289755 4.368366 2.561286 0.0 0.0 0.0 0.113
H 2.808753 5.266457 3.322094 0.0 0.0 0.0 0.103
H 3.743651 4.136486 5.332297 0.0 0.0 0.0 0.106
H 0.064726 3.997153 7.150874 0.0 0.0 0.0 0.109
H -1.032350 5.124341 5.220881 0.0 0.0 0.0 0.106



(5)
10
Properties=species:S:1:pos:R:3:forces:R:3:lowdin_charge:R:1 method="wB97M-V/def2-TZVPD" orbital_gap_ha="0.3669 / 0.2234" multiplicity=1 e_tot_ha=-172.173154 total_charge=+1
C -2.401672 0.422414 0.064766 -4.1 1.6 -3.9 0.123
C -0.290105 -0.746360 -0.096401 -1.5 2.1 -0.1 0.257
C 2.454012 0.154429 0.039284 -3.3 1.3 2.3 0.180
N -1.413831 -0.325525 -0.010283 3.2 -0.8 0.2 0.035
H -3.077976 0.658050 -0.887203 2.0 -0.8 1.6 0.179
H -2.871135 0.869369 0.879845 0.1 0.2 2.1 0.095
H 0.232364 -1.609753 -0.217510 1.0 -2.5 0.0 0.073
H 2.245916 -0.319830 1.047710 0.5 0.8 -1.4 0.043
H 3.180893 -0.217309 -0.586765 1.4 -1.0 -1.3 -0.017
H 1.941535 1.114516 -0.233447 0.8 -1.1 0.5 0.032